Record 1
DFT (the ωB97M-V functional and the def2-TZVPD basis) results for an isolated molecule of C3H5NO2.

```
11
C3H5NO2, DFT the ωB97M-V functional and the def2-TZVPD basis
H -1.792 1.944 0.907
N -1.236 1.105 0.761
C -0.039 1.401 0.497
O 0.925 0.485 0.276
C 0.499 -0.881 0.263
C 0.171 -1.244 -1.182
O -0.937 -1.206 -1.649
H 0.400 2.398 0.418
H -0.377 -1.016 0.900
H 1.353 -1.461 0.623
H 1.034 -1.525 -1.814
```

gap between HOMO and LUMO = 10.605 eV
F_max = 0.4 eV/A
energy relative to the best compared isomer or geometry (same formula, charge and spin) = 41.9 kcal per mole
2S+1 = 1
calculated total energy = -322.50755 Ha
SMILES string = [H]/N=C/OCC=O

Atom charges from the Löwdin analysis, given in e for atoms 1 to 5: atom 1 (H): 0.06, atom 2 (N): 0.12, atom 3 (C): -0.31, atom 4 (O): -0.07, atom 5 (C): -0.15

=====

Record 2
DFT (the ωB97M-V functional and the def2-TZVPD basis) results for an isolated molecule of C3H5NO2.

```
11
C3H5NO2, DFT the ωB97M-V functional and the def2-TZVPD basis
H 0.404 -2.242 0.532
N 0.010 -1.430 0.075
C 0.859 -0.590 -0.340
C 0.314 0.738 -0.832
O -1.044 0.797 -0.424
C -1.184 0.449 0.882
O -0.355 0.643 1.733
H 1.941 -0.724 -0.305
H 0.892 1.585 -0.446
H 0.327 0.782 -1.927
H -2.165 -0.007 1.050
```

gap between HOMO and LUMO = 11.240 eV
F_max = 0.8 eV/A
energy relative to the best compared isomer or geometry (same formula, charge and spin) = 39.3 kcal per mole
2S+1 = 1
calculated total energy = -322.51171 Ha
SMILES string = [H]/N=C/COC=O

Atom charges from the Löwdin analysis, given in e for atoms 1 to 5: atom 1 (H): 0.08, atom 2 (N): 0.12, atom 3 (C): -0.18, atom 4 (C): -0.16, atom 5 (O): -0.05

=====

Record 3
DFT (the ωB97M-V functional and the def2-TZVPD basis) results for a structure of composition C3H5NO2.

```
11
C3H5NO2, DFT the ωB97M-V functional and the def2-TZVPD basis
O 1.585 0.282 0.677
C 0.765 -0.492 -0.205
C -0.594 0.209 -0.167
O -0.424 1.564 -0.208
C -1.915 -0.385 -0.298
N -3.002 -0.790 -0.441
H 2.506 0.265 0.389
H 1.263 -0.579 -1.185
H 0.588 -1.484 0.195
H -1.193 -0.289 0.965
H 0.422 1.699 0.278
```

gap between HOMO and LUMO = 9.623 eV
F_max = 3.2 eV/A
energy relative to the best compared isomer or geometry (same formula, charge and spin) = 90.9 kcal per mole
2S+1 = 1
calculated total energy = -322.42941 Ha

Atom charges from the Löwdin analysis, given in e for atoms 1 to 5: atom 1 (O): -0.07, atom 2 (C): -0.17, atom 3 (C): -0.34, atom 4 (O): 0.03, atom 5 (C): -0.27

=====

Record 4
DFT (the ωB97M-V functional and the def2-TZVPD basis) results for an isolated molecule of C3H5NO2.

```
11
C3H5NO2, DFT the ωB97M-V functional and the def2-TZVPD basis
C -2.172 -0.060 0.006
C -0.918 0.739 0.228
O 0.087 -0.028 -0.179
C 1.394 0.522 -0.079
O 1.661 1.683 -0.163
N 2.252 -0.512 0.076
H -2.044 -1.046 -0.456
H -2.674 -0.168 0.977
H -2.871 0.534 -0.596
H 1.943 -1.468 0.026
H 3.234 -0.310 0.163
```

gap between HOMO and LUMO = 9.458 eV
F_max = 0.6 eV/A
energy relative to the best compared isomer or geometry (same formula, charge and spin) = 61.9 kcal per mole
2S+1 = 1
calculated total energy = -322.47573 Ha

Atom charges from the Löwdin analysis, given in e for atoms 1 to 5: atom 1 (C): -0.12, atom 2 (C): -0.03, atom 3 (O): -0.03, atom 4 (C): -0.58, atom 5 (O): 0.12

=====

Record 5
DFT (the ωB97M-V functional and the def2-TZVPD basis) results for an isolated molecule of C3H5NO2.

```
11
C3H5NO2, DFT the ωB97M-V functional and the def2-TZVPD basis
N 1.407 1.286 1.603
C 0.906 0.287 1.302
C 0.307 -0.937 0.718
O 0.281 -0.828 -0.679
C -0.593 0.171 -1.208
O -0.818 1.249 -0.366
H 0.976 -1.768 0.951
H -0.675 -1.139 1.166
H -0.116 0.459 -2.152
H -1.582 -0.258 -1.398
H 0.014 1.707 -0.177
```

gap between HOMO and LUMO = 11.690 eV
F_max = 1.2 eV/A
energy relative to the best compared isomer or geometry (same formula, charge and spin) = 42.6 kcal per mole
2S+1 = 1
calculated total energy = -322.50644 Ha
SMILES string = N#CCOCO

Atom charges from the Löwdin analysis, given in e for atoms 1 to 5: atom 1 (N): 0.16, atom 2 (C): -0.17, atom 3 (C): -0.19, atom 4 (O): -0.11, atom 5 (C): -0.27

=====

Record 6
DFT (the ωB97M-V functional and the def2-TZVPD basis) results for an isolated molecule of C3H5NO2.

```
11
C3H5NO2, DFT the ωB97M-V functional and the def2-TZVPD basis
C -1.711 0.138 0.236
O -1.100 -0.048 -1.145
C 0.206 -0.162 -1.019
N 0.619 -0.069 0.176
C 1.921 -0.029 0.567
O 2.213 0.149 1.724
H -1.193 0.778 0.972
H -1.776 -0.851 0.701
H -2.652 0.571 -0.048
H 0.807 -0.321 -1.929
H 2.665 -0.155 -0.237
```

gap between HOMO and LUMO = 10.627 eV
F_max = 1.1 eV/A
energy relative to the best compared isomer or geometry (same formula, charge and spin) = 48.5 kcal per mole
2S+1 = 1
calculated total energy = -322.49708 Ha
SMILES string = CO/C=N/C=O

Atom charges from the Löwdin analysis, given in e for atoms 1 to 5: atom 1 (C): -0.02, atom 2 (O): -0.05, atom 3 (C): -0.22, atom 4 (N): 0.05, atom 5 (C): -0.36